Model one:
DFT (the ωB97M-V functional and the def2-TZVPD basis) results for H26O13 as an isolated structure.

## Properties
Multiplicity: 1
LUMO, eV: -0.86
Kohn-Sham gap, eV: 7.1

Each line ends with the Mulliken charge.
Cartesian coordinates (Å):
O1 22.3682 -22.2232 27.5271  -0.60
H1 23.3636 -20.8369 29.9887  1.07
H2 22.3215 -19.8824 28.3853  0.37
O2 25.6113 -19.1403 30.4225  -0.61
H3 25.0889 -19.3921 29.6610  0.37
H4 23.8236 -21.7573 28.8782  -1.99
H5 21.6157 -22.7487 29.5786  0.55
O3 26.0423 -22.2877 29.3861  -0.83
O4 24.3454 -22.2393 26.7680  -0.80
O5 23.9942 -24.4848 28.7587  -0.58
O6 22.0734 -20.3916 29.6122  -0.57
O7 26.2990 -21.5465 27.4700  -0.66
H6 26.3400 -21.7907 26.5454  0.32
O8 22.7629 -20.2271 27.6090  -1.07
H7 24.8464 -24.6401 28.3513  0.35
H8 23.8179 -19.7113 28.0595  0.35
O9 24.9363 -20.7329 31.5840  -0.95
H9 21.3459 -20.8795 29.9981  0.28
H10 23.3307 -22.0589 32.3462  0.32
O10 24.4366 -19.1224 28.4914  -0.68
H11 23.4323 -21.9894 26.9096  0.31
O11 24.1516 -21.1936 29.5789  1.30
H12 21.8344 -19.4721 29.7290  0.30
H13 23.9863 -23.5466 28.9484  0.55
H14 22.4993 -21.1465 27.5714  0.52
O12 23.3078 -22.4532 31.4743  -0.78
H15 21.6954 -22.7208 27.0624  0.29
H16 24.2931 -18.2740 28.0720  0.28
H17 26.4509 -21.6340 28.8187  0.49
H18 25.8948 -18.2457 30.2339  0.29
H19 24.2988 -23.1256 26.4096  0.29
H20 23.0303 -22.7845 30.1169  0.28
H21 22.6977 -22.8280 28.1919  0.41
H22 25.4368 -21.8450 27.7592  0.43
O13 22.4905 -23.0865 29.3864  -0.83
H23 25.2713 -19.9411 31.1633  0.58
H24 25.1038 -22.1119 29.3176  0.41
H25 24.1074 -22.9772 31.4268  0.26
H26 24.2119 -21.0136 31.0247  -0.02

Model two:
DFT (the ωB97M-V functional and the def2-TZVPD basis) results for a 13-piece molecular cluster, H26O13 overall.

## Properties
Multiplicity: 1
LUMO, eV: -0.32
Kohn-Sham gap, eV: 10.4

Each line ends with the Mulliken charge.
Cartesian coordinates (Å):
O1 4.0849 1.4272 2.7530  -0.63
H1 3.8896 2.3338 2.4029  0.32
H2 -0.9134 -1.3253 -4.0380  0.27
O2 -0.1160 4.9047 0.2838  -0.60
O3 3.8356 2.3161 -1.3998  -0.57
H3 -3.3491 2.8938 -1.9137  0.26
H4 1.6738 -1.8716 1.7743  0.30
O4 -4.7132 0.1252 1.7810  -0.60
O5 0.4341 -3.8014 0.4263  -0.63
H5 2.6068 0.2449 -0.2800  0.17
H6 0.1024 -3.7972 -0.5243  0.30
O6 2.7805 -0.5464 0.1818  -0.47
H7 -1.1435 -2.0446 2.8982  0.30
O7 0.2553 2.4881 -4.0292  -0.62
O8 1.1155 -2.0647 2.5493  -0.53
H8 -0.5704 -3.4711 3.0033  0.29
H9 -5.0703 0.3642 0.9100  0.31
O9 -1.2384 -2.8500 3.3139  -0.60
H10 3.4256 0.9236 2.1460  0.30
H11 -1.5286 -2.0684 -2.8953  0.28
H12 -0.0602 -0.0888 -1.3248  0.30
H13 3.0451 -1.1222 -0.5976  0.30
H14 3.2571 2.1554 -2.0692  0.32
H15 -0.3429 -3.5751 0.9580  0.37
H16 3.2684 2.1139 -0.6764  0.26
H17 -0.3177 5.0519 1.1581  0.30
H18 -2.0742 -4.4628 0.6017  0.35
H19 -0.5549 2.2532 -3.5727  0.32
H20 0.1066 1.0318 -0.4390  0.23
O10 -1.0337 -1.2934 -3.1452  -0.55
H21 0.8101 5.0844 0.1921  0.31
H22 -2.8950 1.4985 -2.1341  0.31
H23 -3.8445 0.2437 1.6383  0.29
O11 -2.0639 -3.4879 0.3264  -0.67
O12 -0.5174 0.3795 -0.5799  -0.57
H24 -2.9161 -3.2449 0.6783  0.28
H25 -0.1045 2.2889 -4.9830  0.31
H26 1.4236 -1.3361 3.1480  0.25
O13 -2.5637 2.3938 -1.9690  -0.56

Energetically preferred structure: model two | next structure: +14.956 eV

Model one:
DFT (the ωB97M-V functional and the def2-TZVPD basis) results for a 13-piece molecular cluster, H26O13 overall.

## Properties
Multiplicity: 1
LUMO, eV: -0.61
Kohn-Sham gap, eV: 8.8

Each line ends with the Mulliken charge.
Cartesian coordinates (Å):
H1 3.0146 -1.6004 -0.0336  0.32
O1 -2.7991 2.4748 -2.1397  -0.63
O2 -3.2071 1.4456 1.2359  -0.66
H2 2.4797 2.0433 2.9318  0.30
H3 0.1972 -2.1233 -4.1357  0.28
O3 -1.4060 2.3462 -0.6757  -0.43
H4 3.1344 2.9516 3.9254  0.31
O4 -1.7935 -4.1164 -2.4703  -0.68
H5 -0.3443 -2.0289 1.2558  0.25
H6 -3.7866 -1.0706 -0.6878  0.33
H7 -2.8058 1.5495 -1.8406  0.32
H8 -3.4790 2.8606 -1.6463  0.29
H9 0.9013 2.6285 0.0074  0.23
O5 0.3145 -2.4539 -3.3013  -0.62
H10 2.0912 1.6104 0.3104  0.32
H11 -0.4458 -0.1382 0.0372  0.19
O6 -3.6157 -0.7551 -1.6275  -0.62
H12 3.1938 0.0255 -1.4309  0.32
H13 4.0555 -1.0047 1.0756  0.28
O7 3.8520 -1.0746 0.1432  -0.62
H14 0.5145 -0.9126 4.8556  0.30
H15 -2.0842 -3.2289 -2.1845  0.33
H16 3.9494 0.8218 -2.4947  0.29
H17 -0.6539 1.7135 -0.7328  0.26
H18 -2.5755 1.9999 0.7338  0.39
H19 -2.5880 -4.6492 -2.3918  0.31
H20 0.8036 -0.1590 0.9465  0.41
O8 0.0742 -1.5746 2.0030  -0.59
O9 1.1948 -0.3279 4.3472  -0.63
O10 0.4376 0.2058 0.1129  -0.54
O11 3.3586 2.3160 3.2217  -0.61
O12 4.0029 0.0926 -1.9697  -0.60
H21 -0.9608 3.1261 -0.4107  0.25
H22 -4.3949 -0.8435 -2.1251  0.29
H23 -0.3301 -3.1702 -3.0836  0.40
H24 -0.5227 -1.7039 2.7236  0.28
O13 1.8118 2.5226 0.4401  -0.59
H25 2.0859 -0.6488 4.5018  0.32
H26 -3.6745 0.8503 0.5730  0.26

Model two:
DFT (the ωB97M-V functional and the def2-TZVPD basis) results for a 13-piece molecular cluster, H26O13 overall.

## Properties
Multiplicity: 1
LUMO, eV: -0.53
Kohn-Sham gap, eV: 10.1

Each line ends with the Mulliken charge.
Cartesian coordinates (Å):
H1 -0.5855 -2.2933 3.2739  0.25
H2 -0.7901 2.3126 -1.0780  0.23
O1 -1.8967 -0.3950 -3.2261  -0.62
O2 -1.5694 -2.1770 -0.6448  -0.72
H3 0.1878 0.2027 0.7631  0.39
H4 -2.7929 0.2727 1.0447  0.27
H5 -1.3054 0.4285 3.0363  0.39
O3 1.2598 -0.4060 -3.0839  -0.49
H6 1.8379 -1.2236 -3.0963  0.29
H7 -1.6497 -2.9690 -0.1242  0.29
O4 0.1168 2.6416 -3.4613  -0.59
H8 -0.9099 1.8630 1.7696  0.28
O5 -0.0390 1.4115 1.9951  -0.71
H9 3.5752 -0.0452 2.9258  0.28
H10 2.3108 1.8063 -1.7841  0.31
H11 1.6763 0.1874 -3.6756  0.22
H12 1.2891 -1.7749 0.6012  0.20
O6 1.7615 -2.5375 0.4128  -0.62
H13 0.5955 2.0820 2.0873  0.25
H14 -2.1317 -1.0485 0.5426  0.33
H15 -0.3343 2.1138 -2.8613  0.45
O7 -1.2229 1.5553 -1.4943  -0.91
O8 -2.4477 -0.5607 1.3160  -0.59
O9 3.0532 0.1255 2.1640  -0.57
H16 -0.1425 0.3133 -0.5993  -0.01
H17 1.9054 0.9498 -0.5938  0.33
O10 -1.8504 0.2585 3.8282  -0.65
O11 2.6601 1.4543 -0.9626  -0.64
H18 2.0784 -2.7737 1.2776  0.31
H19 2.1361 0.1402 2.5188  0.26
H20 -1.8564 1.9344 -2.0955  0.29
H21 0.4211 2.1030 -4.1664  0.35
O12 0.4621 -0.1972 -0.0856  0.09
H22 -0.9821 -0.5698 -3.0741  0.29
H23 0.2523 -1.1103 3.3645  0.29
H24 -0.6243 -1.9468 -0.6069  0.33
H25 -2.1080 0.2043 -2.5299  0.37
O13 0.0621 -1.8456 2.7651  -0.56
H26 -2.4025 -0.4869 3.5570  0.35

Model three:
DFT (the ωB97M-V functional and the def2-TZVPD basis) results for a 13-piece molecular cluster, H26O13 overall.

## Properties
Multiplicity: 1
LUMO, eV: -0.59
Kohn-Sham gap, eV: 9.9

Each line ends with the Mulliken charge.
Cartesian coordinates (Å):
H1 2.6562 20.8412 12.3138  0.27
H2 4.8339 16.9433 11.2561  0.29
O1 5.4143 17.2486 10.5464  -0.66
H3 0.9451 20.7719 8.4799  0.34
O2 -0.1038 15.6313 9.8814  -0.59
H4 0.6995 15.7897 9.3611  0.34
H5 0.1435 18.4308 12.2177  0.36
H6 3.8345 18.6516 12.4156  0.29
H7 2.1342 16.6605 14.8044  0.27
H8 1.0213 17.4637 14.1286  0.33
O3 0.6554 20.6403 7.5667  -0.65
H9 6.2082 16.7110 10.6209  0.30
H10 2.8684 15.4555 8.2513  0.25
O4 1.2095 16.9022 14.8946  -0.63
O5 4.4323 18.1394 8.0705  -0.67
O6 2.5797 16.0599 8.9435  -0.61
H11 0.5251 20.2673 10.9304  0.36
H12 -0.0124 21.3169 7.4317  0.29
H13 0.6873 18.6903 7.5072  0.28
O7 0.4239 17.8830 7.9783  -0.56
H14 -0.4491 18.1003 8.3203  0.29
O8 1.4381 18.1960 10.8909  -0.33
H15 2.2204 17.7801 11.2680  0.17
H16 4.3537 17.8310 13.5843  0.23
H17 2.5638 14.2740 11.1912  0.26
H18 -0.2148 19.1438 13.5279  0.32
H19 1.5451 18.1157 9.9281  0.28
H20 3.0936 15.8122 9.7264  0.35
O9 3.2156 14.9274 11.4640  -0.56
H21 1.7641 21.0182 13.5383  0.30
O10 -0.4775 18.4097 12.9656  -0.62
H22 3.7053 17.5064 8.0201  0.34
H23 3.4503 14.6859 12.3641  0.26
O11 3.6796 17.8308 12.8966  -0.59
O12 -0.1182 20.7080 10.3610  -0.61
H24 0.0795 14.8444 10.3993  0.24
O13 1.8100 21.1994 12.5946  -0.63
H25 4.9170 17.8495 8.8578  0.39
H26 -0.1537 21.6088 10.6950  0.29

Energetically preferred structure: model three | next structure: +1.165 eV